Density functional theory data (the ωB97M-V functional and the def2-TZVPD basis) for C5H12N2O as an isolated structure at a distorted geometry.

XYZ file:
```
20
Properties=species:S:1:pos:R:3:forces:R:3:mulliken_charge:R:1
C -0.57717 -0.73505 -2.03652 -0.794 0.196 -0.523 -0.490
C 1.58447 -1.61662 -1.36693 -0.897 0.022 -0.878 -0.590
C 1.69389 -2.72188 -0.65431 0.187 -0.060 -0.005 -0.481
O -0.44229 0.56857 -1.99044 0.047 -0.035 0.130 -0.355
H -0.67675 0.96565 -1.10904 -0.024 -0.189 0.044 0.512
H 0.61443 -1.46291 -2.15845 1.481 -0.248 0.829 0.460
H -1.00259 -1.15353 -1.10273 0.068 0.311 0.300 0.164
H 2.36339 -0.86490 -1.45276 0.045 -0.041 0.034 0.357
H 0.88523 -3.43945 -0.59823 -0.068 -0.055 -0.051 0.244
H 2.60796 -2.99456 -0.13451 -0.046 0.107 0.121 0.250
C 0.78626 0.79490 1.58338 0.062 0.002 0.049 -0.734
N -2.59284 1.80861 0.54003 -0.206 0.022 0.209 -0.639
C -0.62023 1.28476 1.58460 -0.184 0.193 -0.101 -0.056
N -1.27718 1.42815 0.50678 0.330 -0.136 0.052 -0.051
H -2.86839 2.33674 1.36501 0.085 -0.019 -0.161 0.246
H -2.86195 2.25661 -0.32422 0.071 0.002 0.128 0.232
H -1.06773 1.53545 2.55257 -0.104 -0.023 -0.076 0.322
H 1.10536 0.52753 0.57804 0.001 -0.049 0.021 0.031
H 0.88461 -0.07494 2.23710 -0.013 -0.031 -0.095 0.288
H 1.46153 1.55685 1.98060 -0.041 0.031 -0.028 0.290
```
Forces are in eV/Å.

As for the LUMO energy: 0.850 eV. The value obtained for the energy relative to the best compared isomer or geometry (same formula, charge and spin) is 654.0 kJ/mol. The total charge is 0. Its HOMO-LUMO gap is 8.4 eV.